C10H16 | ωB97M-V/def2-TZVPD

Geometry as XYZ:
```
26
C10H16 ωB97M-V/def2-TZVPD
C 1.75166 0.91480 1.40134
C 1.62702 2.11728 0.48396
C 0.72214 1.03939 2.55916
H 1.52392 -0.01657 0.86934
H 2.75962 0.79963 1.78870
H 2.14720 1.90551 -0.46341
H -0.23474 1.31763 2.12922
H 0.66442 0.08317 3.09917
H 2.04484 3.05928 0.82993
H 0.55614 2.17145 0.26088
H 0.97193 1.70036 3.39196
C 0.09418 -1.27965 -2.97815
C -1.25231 -1.91666 0.50510
C -0.49534 -2.09325 -0.65226
C -2.08176 -0.83451 0.61807
C -0.56875 -1.11127 -1.63719
C -2.03247 0.22499 -0.28193
C -1.25203 0.10929 -1.42565
H -1.22202 -2.72391 1.22969
H -0.08311 -3.05192 -0.93546
H -2.59546 -0.46643 1.51095
H -2.55910 1.15342 -0.14168
H 0.60558 -0.36789 -3.28527
H -0.60545 -1.53875 -3.77683
H -1.30068 0.90532 -2.14889
H 0.81459 -2.10070 -2.95078
```

Computed properties:
Orbital gap in Eh: 0.37026
SMILES: Cc1ccccc1.CCC
Total charge: 0
E_HOMO in eV: -9.05
LUMO level in eV: 1.02
Energy relative to the best compared isomer or geometry (same formula, charge and spin) in kJ/mol: 66.2
Multiplicity: 1

***

C10H16 | ωB97M-V/def2-TZVPD

Geometry as XYZ:
```
26
C10H16 ωB97M-V/def2-TZVPD
C 2.17624 -0.17943 -0.16929
C 3.63857 -0.62381 -0.31251
C 1.38697 -0.94278 0.90852
H 1.99436 0.89382 -0.14436
H 1.69577 -0.44039 -1.11405
H 3.87749 -0.77526 -1.36777
H 2.02847 -1.57952 1.51651
H 0.99257 -0.22173 1.63691
H 3.78366 -1.59961 0.14674
H 4.34982 0.11847 0.04820
H 0.49070 -1.43284 0.55105
C -2.26490 2.23461 1.01833
C -0.63806 -0.04598 -1.51920
C -1.01360 1.07034 -0.78410
C -1.27180 -1.24914 -1.22028
C -1.86973 0.98485 0.31824
C -2.22631 -1.30787 -0.22460
C -2.39387 -0.25274 0.66983
H -0.10630 0.15588 -2.43841
H -0.71840 2.04952 -1.13532
H -1.18924 -2.16162 -1.79988
H -2.71087 -2.23858 0.03116
H -3.29610 2.34258 1.35475
H -2.01226 3.17078 0.52016
H -3.01310 -0.30064 1.55649
H -1.69004 2.33108 1.95286
```

Computed properties:
Orbital gap in Eh: 0.36701
SMILES: Cc1ccccc1.CCC
Total charge: 0
E_HOMO in eV: -8.99
LUMO level in eV: 1.00
Energy relative to the best compared isomer or geometry (same formula, charge and spin) in kJ/mol: 90.3
Multiplicity: 1

***

C10H16 | ωB97M-V/def2-TZVPD

Geometry as XYZ:
```
26
C10H16 ωB97M-V/def2-TZVPD
C -1.42389 -0.49778 0.23812
C -1.56194 -1.90631 0.95802
C -0.38622 -0.54774 -0.87066
C 0.37091 -1.71927 -1.27301
C -0.59653 0.53939 -1.86287
C 1.02196 -1.85639 -2.48368
C -0.24148 0.15303 -3.20762
C 0.48256 -1.04077 -3.47951
H -2.31297 0.07051 -0.03414
H -1.06694 0.15669 1.13301
H -0.84900 -2.59762 0.69662
H 0.49630 -2.46086 -0.55584
H -0.94383 1.45158 -1.57013
H 1.61094 -2.75454 -2.72529
H -0.73326 0.65657 -4.02636
H 0.60416 -1.24250 -4.48263
H -2.64992 -2.52762 0.82062
H -1.42877 -1.60351 1.96383
C 0.92642 2.78395 2.14412
C 1.52915 1.71533 3.05542
H 1.40265 3.05405 1.20128
H -0.08017 2.23349 1.92883
H 0.61777 3.70699 2.63415
H 2.62141 1.63349 2.69968
H 1.54068 1.87443 4.21622
H 1.05004 0.72542 2.88182
```

Computed properties:
Orbital gap in Eh: 0.34500
SMILES: CCc1ccccc1.CC
Total charge: 0
E_HOMO in eV: -8.51
LUMO level in eV: 0.88
Energy relative to the best compared isomer or geometry (same formula, charge and spin) in kJ/mol: 315.3
Multiplicity: 1

***

C10H16 | ωB97M-V/def2-TZVPD

Geometry as XYZ:
```
26
C10H16 ωB97M-V/def2-TZVPD
C 2.75153 -0.04281 0.39211
C 2.38364 -1.24441 1.25055
H 2.87622 0.83810 1.02503
H 3.71093 -0.16979 -0.10727
H 2.02578 0.23508 -0.37981
H 2.29996 -1.00773 2.30608
H 3.02770 -2.08223 0.99885
H 1.42571 -1.67891 0.95977
C -1.22401 1.75444 0.47584
C -0.85602 1.55466 1.94800
C -1.25542 0.55344 -0.44072
C -0.95433 -0.73787 -0.01675
C -1.56026 0.75401 -1.78252
C -0.91288 -1.78727 -0.91941
C -1.57735 -0.29601 -2.68460
C -1.24052 -1.56596 -2.25454
H -2.23078 2.16982 0.47652
H -0.58954 2.52856 0.06439
H 0.01986 2.13679 2.24975
H -0.63909 -0.86468 1.00636
H -1.75363 1.77132 -2.11498
H -0.54203 -2.76590 -0.65025
H -1.81890 -0.13105 -3.72165
H -1.15513 -2.40989 -2.93519
H -0.58747 0.55293 2.24725
H -1.62396 1.93537 2.60719
```

Computed properties:
Orbital gap in Eh: 0.36840
SMILES: CCc1ccccc1.CC
Total charge: 0
E_HOMO in eV: -8.98
LUMO level in eV: 1.05
Energy relative to the best compared isomer or geometry (same formula, charge and spin) in kJ/mol: 57.5
Multiplicity: 1

***

C10H16 | ωB97M-V/def2-TZVPD

Geometry as XYZ:
```
26
C10H16 ωB97M-V/def2-TZVPD
C -2.03631 -1.14423 2.16531
C -2.39908 -2.32478 1.25580
C -0.78770 -0.32611 1.80144
H -2.21340 -1.53825 3.16577
H -2.86728 -0.43517 2.02454
H -2.63885 -1.91780 0.27642
H -1.60893 -3.07269 1.06928
H 0.01084 -0.74297 2.40848
H -3.16430 -2.94149 1.71942
H -0.95332 0.72249 2.00094
H -0.42480 -0.42251 0.78830
C -0.61293 0.11704 -1.87945
C 1.89010 2.54887 -0.57003
C 3.04318 1.76283 -0.73666
C 0.65913 1.99069 -0.91067
C 0.62755 0.65240 -1.27588
C 3.04253 0.44645 -1.24996
C 1.82793 -0.16058 -1.36309
H 1.97660 3.53019 -0.12968
H 4.00966 2.20356 -0.50520
H -0.22663 2.60955 -0.87868
H 3.98326 -0.07149 -1.37307
H -1.49165 0.57354 -1.43172
H -0.68818 -0.97206 -1.72100
H 1.76127 -1.19251 -1.67816
H -0.71868 0.10502 -2.97244
```

Computed properties:
Orbital gap (spin up / spin down) in Eh: 0.33876 / 0.19658
Total charge: +1
E_HOMO (spin up / spin down) in eV: -13.60 / -13.59
LUMO level (spin up / spin down) in eV: -4.38 / -8.25
Energy relative to the best compared isomer or geometry (same formula, charge and spin) in kJ/mol: 64.6
Multiplicity: 2

***

C10H16BCl4O4 | ωB97M-V/def2-TZVPD

Geometry as XYZ:
```
35
C10H16BCl4O4 ωB97M-V/def2-TZVPD
C -2.17894 -2.77020 -3.99072
C -0.83791 -2.44191 -3.40699
O 0.01967 -3.25489 -3.17336
O -0.68974 -1.13184 -3.19551
C 0.59801 -0.72384 -2.71252
C 0.79396 -0.98702 -1.21420
C 1.06701 0.28972 -0.41949
C 0.98959 0.07230 1.10825
C 0.14258 1.14045 1.81661
C -1.35551 0.76206 1.90352
B -2.38341 1.62759 1.09916
C -3.91779 1.17856 1.08041
O -4.11856 -0.05580 1.25744
O -4.77445 2.07402 0.91121
H -2.60938 -3.61695 -3.46529
H -2.05657 -2.99624 -5.04888
H -2.85226 -1.92056 -3.90684
H 0.63090 0.35011 -2.89314
H 1.38309 -1.18831 -3.30642
H 1.61350 -1.69627 -1.09800
H -0.10950 -1.45448 -0.82096
H 0.33241 1.04455 -0.70402
H 2.07093 0.64287 -0.66843
H 2.00468 0.09625 1.50418
H 0.59864 -0.92169 1.33139
H 0.53909 1.24703 2.83025
H 0.28049 2.08992 1.29714
H -1.52028 -0.27338 1.60145
H -1.68622 0.82255 2.94605
H -2.04784 2.62844 0.51865
C 4.01044 1.87168 3.76181
Cl 3.34501 3.28851 4.57833
Cl 3.85919 2.07550 2.01690
Cl 5.72233 1.70079 4.18574
Cl 3.13684 0.43051 4.27627
```

Computed properties:
Orbital gap in Eh: 0.19768
Total charge: -1
E_HOMO in eV: -3.57
LUMO level in eV: 1.81
Multiplicity: 1

***

C10H16BrN2 | ωB97M-V/def2-TZVPD

Geometry as XYZ:
```
29
C10H16BrN2 ωB97M-V/def2-TZVPD
C -2.06469 3.40207 -1.55138
C -2.20858 2.02000 -1.42356
C -1.26195 3.89276 -2.58493
C 0.14851 -2.38842 2.93703
C 1.49648 -3.04175 2.37195
C -0.41477 1.78087 -3.17705
C 0.19613 -0.92362 2.31165
C 1.93782 -2.15457 1.18673
C -1.46634 1.22635 -2.27175
C 0.96242 0.01388 0.12805
N -0.48153 3.20667 -3.33792
N 0.75821 -1.14620 0.90883
Br -1.50620 -0.60485 -2.17835
H -2.46529 4.16336 -0.90919
H -2.85588 1.65081 -0.75245
H -1.39916 5.03512 -2.72333
H -0.74662 -2.90484 2.36843
H 0.00861 -2.41747 4.01303
H 2.34070 -3.30382 3.12448
H 1.29284 -4.06343 2.00314
H 0.59667 1.29753 -3.00928
H -0.60924 1.51920 -4.20495
H -0.83395 -0.60424 2.18887
H 0.78116 -0.16303 2.80061
H 2.77232 -1.47510 1.50225
H 2.31676 -2.76573 0.37629
H 1.74567 0.65672 0.41864
H 0.99307 -0.22339 -0.94086
H -0.03318 -1.68489 0.42502
```

Computed properties:
Orbital gap (spin up / spin down) in Eh: 0.26675 / 0.25102
Total charge: +1
E_HOMO (spin up / spin down) in eV: -10.26 / -12.03
LUMO level (spin up / spin down) in eV: -3.01 / -5.20
Multiplicity: 3

***

C10H16ClN3O | ωB97M-V/def2-TZVPD

Geometry as XYZ:
```
31
C10H16ClN3O ωB97M-V/def2-TZVPD
C 2.24676 0.94817 -3.18678
C -0.87828 -1.13244 3.26418
C -0.02995 -2.02426 2.37314
C -2.05643 -0.64748 2.36788
C 0.59931 -1.36759 1.21720
C -1.50325 0.04488 1.04593
C -0.49698 -0.87073 0.28441
C 1.37396 2.19415 -1.21793
C -0.00525 1.59918 -3.28073
C 1.08118 1.17335 -2.40043
N 3.14191 0.74436 -3.85040
N 0.12642 0.12149 -0.56753
N 0.61368 -0.10286 -1.65426
O 0.79180 -1.21499 -2.25379
Cl -1.41452 -2.23847 -0.43788
H -1.29744 -1.65696 4.07703
H -0.20779 -0.34261 3.70321
H 0.76265 -2.30346 3.13563
H -0.50722 -2.91246 2.18344
H -2.71414 -1.51396 2.11742
H -2.51285 0.22986 2.89334
H 1.20859 -0.51552 1.45564
H 1.24375 -2.09571 0.75034
H -2.28258 0.33345 0.34131
H -0.80884 0.88920 1.25182
H 0.47295 2.54421 -0.75663
H 2.02125 1.66159 -0.50017
H 1.93270 3.04548 -1.65444
H -1.04412 1.71110 -2.73640
H -0.05214 1.04454 -4.28895
H 0.19490 2.65449 -3.67563
```

Computed properties:
Orbital gap in Eh: 0.38340
SMILES: CC(C)(C#N)/[N+]([O-])=N/C1(Cl)CCCCC1
Total charge: 0
E_HOMO in eV: -9.90
LUMO level in eV: 0.53
Energy relative to the best compared isomer or geometry (same formula, charge and spin) in kJ/mol: 8.8
Multiplicity: 1

***

C10H16F3N4O2 | ωB97M-V/def2-TZVPD

Geometry as XYZ:
```
35
C10H16F3N4O2 ωB97M-V/def2-TZVPD
O -1.46389 1.98261 1.48012
O -1.89681 -1.68664 -3.04539
F 3.82832 -1.59669 5.43844
F 2.70657 0.26009 4.94512
F 4.04616 -0.62827 3.46297
C -1.21462 1.66475 0.33158
C -2.21573 -0.92073 -2.14396
C 1.48751 -0.47181 1.00632
C 1.22089 -0.60630 -0.32787
C 3.13034 0.49145 -0.13573
N 2.68389 0.21294 1.10740
N -3.49163 -0.65411 -1.83857
N -1.56361 0.45460 -0.10736
N 2.24490 0.00467 -1.02967
C 3.87905 -0.40685 4.79522
C -0.48681 2.63492 -0.57741
C -4.64226 -1.22167 -2.54408
C -0.00324 -1.24659 -0.93206
C -1.10108 -0.23830 -1.32735
H 0.86810 -0.82367 1.82589
H 4.06322 0.99670 -0.37526
H 3.16664 0.41585 1.98084
H -3.67452 0.01172 -1.10495
H -2.07578 -0.08884 0.57325
H 2.32860 0.03372 -2.04087
H 4.70622 0.19096 5.19213
H -0.39032 3.58915 -0.05953
H 0.50168 2.25533 -0.81546
H -1.06606 2.78742 -1.48605
H -4.75376 -0.74164 -3.51841
H -4.49818 -2.29318 -2.70193
H -5.55634 -1.07055 -1.96731
H 0.31251 -1.80344 -1.81721
H -0.41553 -1.97212 -0.22781
H -0.66443 0.48451 -2.01507
```

Computed properties:
Orbital gap in Eh: 0.33839
Total charge: +1
E_HOMO in eV: -12.43
LUMO level in eV: -3.23
Multiplicity: 1

***

Computed values of total energy (unit: Eh) for the preceding records, in sequence: -390.61066; -390.60150; -390.51579; -390.61396; -390.28527; -2557.24890; -3073.73414; -1090.20617; -1059.58538.